Entry 1:
ORCA calculation (ωB97M-V with the def2-TZVPD basis set) on the molecule C3H10NP.

The geometry in XYZ format:
```
15
Properties=species:S:1:pos:R:3:forces:R:3:lowdin_charge:R:1
C 1.36354 1.23830 -0.10875 -2.11 -0.54 1.00 -0.119
C 0.27884 0.11023 0.18625 0.98 1.43 -3.41 -0.652
C 0.68439 -1.17957 -0.46459 0.65 -1.79 -1.16 -0.174
P -1.38989 0.69088 -0.44389 0.57 0.82 0.31 0.760
N -2.18293 -0.66902 0.12934 -0.87 -2.56 3.53 -0.355
H 1.72957 1.30735 -1.10842 0.36 -0.61 -0.69 0.058
H 0.92623 2.21384 0.06522 -0.14 0.35 0.38 0.048
H 2.10846 1.07048 0.63167 1.12 0.13 0.23 0.060
H 0.16170 0.09544 1.21480 -0.12 -0.46 2.16 0.048
H 1.21254 -0.90550 -1.39164 -0.24 -0.08 0.04 0.059
H -0.20790 -1.81326 -0.83930 1.53 0.67 1.14 0.079
H 1.49970 -1.77653 0.07691 -1.51 0.57 -0.36 0.095
H -1.34172 1.45278 0.75856 -0.60 0.78 -0.27 -0.069
H -1.60485 -0.93141 1.05131 -2.38 0.16 -2.46 0.085
H -3.23768 -0.90399 0.24254 2.77 1.12 -0.46 0.077
```
Forces are in eV/Å.

- Highest occupied orbital energy: -9.0 eV
- SMILES string: CC(C)PN
- E_tot: -516.35722 a.u.
- Energy above the lowest of the compared OMol25 structures with the same formula, charge and spin: 33.1 kcal/mol
- Frontier orbital gap: 10.082 eV


Entry 2:
ORCA calculation (ωB97M-V with the def2-TZVPD basis set) on a 2-piece molecular cluster, C3H9N3O overall.

The geometry in XYZ format:
```
16
Properties=species:S:1:pos:R:3:forces:R:3:lowdin_charge:R:1
N -0.76567 1.89291 0.73194 -0.42 -0.07 0.39 0.086
C -1.11073 1.25892 -0.43326 0.24 -0.56 0.06 -0.331
N -1.41911 0.02875 -0.60100 -0.84 0.06 -0.13 -0.063
N -1.49884 -0.80481 0.51616 0.25 -0.08 0.75 -0.035
H -0.20296 2.72232 0.63124 -0.04 -0.06 -0.11 0.087
H -0.42256 1.29381 1.47025 0.05 0.00 -0.11 0.079
H -1.10055 1.86228 -1.33016 0.10 0.06 -0.05 0.115
H -1.97585 -1.67654 0.31285 0.05 0.40 -0.43 0.080
H -1.92317 -0.42518 1.35990 0.03 0.38 -0.27 0.078
C 1.47881 -1.47222 -0.12926 -0.72 0.00 0.42 -0.066
C 1.46663 -0.09386 -0.69676 1.80 0.39 -0.03 -0.347
O 1.79277 0.90894 -0.08424 -0.55 -0.69 -0.33 -0.006
H 1.97877 -2.16919 -0.79500 0.11 0.00 -0.13 0.076
H 0.42944 -1.77439 -0.02307 0.27 -0.12 -0.10 0.046
H 1.91128 -1.48934 0.86885 0.14 0.07 -0.03 0.083
H 1.36176 -0.06240 -1.79844 -0.48 0.21 0.10 0.117
```
Forces are in eV/Å.

- Highest occupied orbital energy: -8.3 eV
- SMILES string: N/C=N\N.CC=O
- E_tot: -359.16260 a.u.
- Energy above the lowest of the compared OMol25 structures with the same formula, charge and spin: 51.4 kcal/mol
- Frontier orbital gap: 9.315 eV


Entry 3:
ORCA calculation (ωB97M-V with the def2-TZVPD basis set) on a 12-piece molecular cluster, C48H114F15N7O17 overall.

The geometry in XYZ format:
```
201
Properties=species:S:1:pos:R:3:forces:R:3:lowdin_charge:R:1
C -2.19623 -3.24141 -0.52625 0.83 -2.44 -0.22 -0.015
C -3.04363 -4.09099 0.43202 -1.70 2.84 -0.26 -0.285
C -2.37566 -5.18117 1.16124 0.46 -1.48 -1.02 -0.198
O -3.28525 -5.73184 2.09385 0.31 -0.02 0.20 -0.199
C -4.17965 -6.72785 1.55455 1.84 -0.67 0.84 -0.041
N -3.56759 -3.12002 1.53619 -0.30 1.00 -0.50 0.236
H -2.84415 -3.02162 2.24841 0.15 -0.42 0.69 0.116
H -3.68177 -2.15872 1.15693 -0.29 -0.70 0.01 0.130
H -4.44330 -3.39567 2.01330 0.68 -0.11 -0.39 0.178
H -1.83885 -3.95190 -1.29167 -0.01 0.16 0.23 0.090
H -1.29085 -2.86727 -0.06977 0.13 0.33 0.38 0.087
H -2.70019 -2.49969 -1.09058 -0.77 0.78 -0.06 0.063
H -3.97618 -4.41667 -0.08306 0.78 0.04 0.32 0.149
H -1.40614 -4.86539 1.61703 -1.04 -0.34 -0.10 0.119
H -2.15930 -5.89100 0.32901 0.34 -0.10 0.73 0.135
H -4.67450 -6.32824 0.68439 -0.71 -0.17 -0.11 0.072
H -4.77021 -7.05505 2.41520 -0.49 0.40 -0.54 0.102
H -3.58148 -7.63196 1.29068 -0.33 0.59 -0.21 0.106
C 0.48380 3.88532 1.96073 1.16 -0.19 0.64 -0.034
C 1.90788 4.35899 1.62800 -0.16 -0.72 -0.96 -0.459
C 1.72346 5.73040 1.12215 -0.70 2.21 0.87 -0.199
O 2.90050 6.27992 0.54449 0.44 -1.19 -0.15 -0.218
C 2.63508 7.39343 -0.24881 0.69 0.15 -1.62 -0.093
N 2.81935 4.23373 2.73709 -1.11 -2.34 1.67 0.071
H 4.06087 2.85714 1.78087 0.08 -0.63 -0.38 0.087
H 3.37434 4.98373 3.03769 0.60 1.58 -0.01 0.070
H 2.26402 3.91600 3.55788 0.91 0.23 -0.64 0.112
H 0.59732 2.94924 2.50986 -0.35 0.19 0.57 0.072
H 0.00575 3.55728 1.04993 -0.53 0.57 -0.16 0.043
H -0.02112 4.71186 2.53090 0.04 -1.11 -0.53 0.118
H 2.35004 3.69810 0.85964 -0.61 0.32 -0.32 0.112
H 1.52839 6.37508 2.07137 -0.25 -0.76 -1.55 0.172
H 0.84612 5.76772 0.40723 1.03 0.08 0.63 0.135
H 2.01979 8.06100 0.25832 -1.33 1.25 1.06 0.071
H 2.14949 7.16366 -1.21756 0.24 -0.27 0.39 0.101
H 3.54948 7.95223 -0.44362 0.23 -0.31 -0.04 0.100
C 6.57050 5.02972 1.32377 0.40 0.02 0.13 -0.004
C 6.41826 5.09130 -0.20532 1.02 -0.77 0.99 -0.282
C 7.41648 4.15114 -0.84699 -1.57 -1.81 -0.90 -0.173
O 7.27175 2.81246 -0.40546 -0.61 0.40 1.26 -0.171
C 7.46703 1.85810 -1.39601 1.00 -0.70 -0.57 -0.111
N 5.02712 4.68127 -0.55890 -0.18 0.93 0.09 0.232
H 4.21546 5.15002 -0.04519 0.94 0.19 -0.56 0.148
H 4.96421 4.85357 -1.54452 -0.92 -0.03 -1.04 0.125
H 4.89817 3.69452 -0.41283 0.11 -1.10 0.26 0.104
H 5.70975 4.38156 1.60393 0.90 0.73 0.80 0.074
H 6.70191 5.98195 1.85144 -1.13 0.07 -0.29 0.091
H 7.52615 4.57616 1.64792 -0.60 -0.49 -0.58 0.099
H 6.64537 5.98108 -0.76555 -0.28 1.07 0.53 0.153
H 8.40662 4.41569 -0.58838 1.10 1.01 -0.16 0.134
H 7.20171 4.09451 -1.91912 0.57 0.64 -0.14 0.117
H 6.52218 1.54120 -1.82940 0.05 -0.10 -0.17 0.068
H 8.04972 1.02687 -1.00460 -0.51 -0.38 0.53 0.099
H 8.17729 2.18426 -2.15395 -0.31 0.51 -0.48 0.101
C 2.81919 -6.66738 0.93473 -0.28 0.66 0.49 -0.063
C 1.87665 -7.02089 -0.16828 -0.41 0.09 -0.94 -0.424
C 0.94629 -8.14511 0.26590 -1.56 0.33 -0.08 -0.187
O -0.10762 -8.51584 -0.64997 1.55 0.06 -0.49 -0.207
C 0.43955 -9.21627 -1.78279 2.42 1.33 0.42 -0.087
N 1.10522 -5.81041 -0.61324 0.19 -0.89 -0.58 0.061
H -1.96355 -7.38210 -1.65760 -0.60 -1.69 2.55 0.039
H 1.60869 -5.37858 -1.40565 -0.32 -0.21 0.66 0.082
H 0.25089 -6.18528 -1.03912 0.18 0.27 -0.02 0.034
H 2.33991 -6.01975 1.66963 -0.02 0.04 -0.04 0.069
H 3.72566 -6.21438 0.59488 0.43 0.70 -0.45 0.074
H 3.16667 -7.52480 1.43752 0.28 -1.34 0.76 0.068
H 2.48242 -7.43827 -0.98601 -0.13 0.18 -0.11 0.132
H 0.41217 -7.93937 1.17436 -0.34 0.82 0.57 0.123
H 1.46419 -9.02826 0.54069 1.12 -0.94 -0.12 0.113
H -0.38689 -9.55541 -2.32060 -1.09 -0.81 -1.00 0.062
H 1.14578 -10.01730 -1.47857 -0.80 0.02 0.14 0.102
H 1.12048 -8.58987 -2.46962 -1.29 -0.35 0.97 0.098
C 0.80731 -3.76701 3.05395 -2.41 -1.01 -1.03 -0.041
C 0.04893 -2.50443 3.45045 0.37 0.29 0.45 -0.396
C -1.13214 -2.68211 4.42054 0.80 -1.65 0.62 -0.161
O -2.09458 -3.66034 4.01965 1.35 1.20 -2.11 -0.234
C -3.09602 -3.99012 4.91552 0.11 -0.38 1.30 -0.100
N 0.94431 -1.50852 4.10444 -0.20 -0.98 1.45 0.048
H 1.74801 -1.39294 3.51342 0.33 0.21 -0.34 0.045
H -0.16538 0.29219 4.36054 -0.33 -0.39 0.03 0.069
H 1.33935 -1.96625 4.96158 -0.47 0.68 -0.81 0.116
H 0.11677 -4.54511 2.58294 0.82 1.00 0.74 0.077
H 1.26796 -4.25738 3.87696 0.43 -0.26 0.93 0.077
H 1.53282 -3.58665 2.29487 0.70 0.41 -0.50 0.062
H -0.27153 -1.93433 2.59188 -0.47 -0.24 -0.76 0.125
H -1.58429 -1.73636 4.58362 -0.61 1.03 0.24 0.101
H -0.70004 -3.04386 5.37509 -0.14 0.27 -0.10 0.141
H -3.83333 -3.19914 5.12224 0.13 -0.03 -0.31 0.101
H -2.61438 -4.24322 5.87339 -0.36 -0.10 -0.01 0.102
H -3.53377 -4.88223 4.48184 -0.44 -0.03 0.22 0.083
C -2.56698 4.80014 0.33030 1.26 2.18 0.91 -0.053
C -3.91917 5.28525 -0.11426 -0.33 -0.40 -0.41 -0.387
C -4.33457 4.87641 -1.52943 0.71 2.49 0.44 -0.265
O -3.88153 3.65546 -1.84728 0.81 -2.32 0.50 -0.191
C -4.23720 3.32033 -3.13540 1.21 0.29 -1.80 -0.111
N -5.00685 4.77019 0.70552 -0.06 -0.44 1.75 0.058
H -5.84642 5.07889 0.29463 -1.29 0.13 -0.82 0.062
H -5.15074 5.10792 1.66474 1.08 0.04 -0.27 0.107
H -5.03055 2.66556 1.16848 -0.24 1.37 -0.70 0.059
H -1.71202 5.44187 -0.10270 -1.29 -1.18 0.43 0.104
H -2.37816 3.77971 0.27599 0.25 -1.94 -0.91 0.037
H -2.50665 4.93924 1.41985 -0.04 0.45 -0.09 0.084
H -3.77602 6.35678 -0.12148 -0.73 0.66 0.16 0.132
H -3.95475 5.64486 -2.19452 0.66 0.29 -0.64 0.122
H -5.38865 4.96557 -1.72154 -1.05 -0.06 0.44 0.123
H -3.87148 2.33385 -3.44647 -0.28 0.11 0.56 0.096
H -3.72972 4.03727 -3.81190 -0.22 -0.13 -0.11 0.097
H -5.28846 3.44011 -3.31845 -0.80 -0.22 -0.02 0.090
C 0.42178 0.67321 -1.92098 0.25 0.22 -0.71 -0.038
C 0.85847 2.04838 -2.43015 -0.28 0.77 -0.58 -0.363
C -0.07177 3.14295 -1.82534 -1.37 -2.79 0.11 -0.245
O 0.40321 4.41193 -1.85259 0.45 2.91 -0.94 -0.198
C -0.35136 5.40374 -2.60784 -1.36 -1.10 0.53 -0.039
N 2.25779 2.33715 -2.04378 -0.59 -0.12 -0.14 0.079
H 2.28753 2.64160 -1.07999 -0.26 0.21 0.34 0.073
H 2.79243 1.48347 -2.00488 0.31 -0.32 -0.38 0.080
H 2.85636 3.59931 -2.89389 0.33 -0.21 0.45 0.044
H 0.86289 0.56338 -0.92618 -0.33 -0.39 -0.05 0.071
H 0.72434 -0.13173 -2.60846 0.36 0.24 0.38 0.089
H -0.65473 0.59862 -1.91072 -0.50 0.06 0.39 0.064
H 0.72186 2.13414 -3.55216 0.67 -0.29 1.22 0.131
H -0.19577 2.91248 -0.73436 -0.34 -0.32 -0.81 0.114
H -1.05261 2.96914 -2.39424 0.90 0.62 1.08 0.148
H -1.46783 5.19872 -2.42168 1.47 0.22 -0.56 0.093
H -0.11418 5.34668 -3.69088 -0.16 0.13 0.66 0.078
H -0.17741 6.41077 -2.19825 0.38 -0.48 -0.18 0.085
C -2.55324 -7.06251 -3.42140 0.64 2.20 0.07 -0.297
O -2.14835 -6.45560 -4.59436 0.13 -0.08 0.55 -0.041
O -1.59808 -6.92915 -2.36561 0.61 1.74 -2.83 0.031
C -3.84589 -6.41321 -2.90220 -0.98 2.24 -1.59 -0.561
F -4.36901 -7.10878 -1.93394 -0.32 -1.50 1.47 0.186
F -3.63562 -5.18070 -2.39953 0.83 0.39 0.34 0.130
F -4.84309 -6.18321 -3.78584 0.68 -0.91 -0.46 0.158
C -1.29387 -7.25829 -5.43351 0.34 -1.84 0.60 -0.177
C 0.23859 -7.20361 -5.10518 -0.66 -0.67 0.30 -0.054
H 0.69900 -8.17525 -5.37013 -0.17 0.63 -0.30 0.087
H 0.78730 -6.37057 -5.52353 -0.15 0.08 -0.65 0.067
H 0.44471 -7.11141 -4.04683 -0.48 -0.05 0.46 0.033
H -1.48208 -6.97671 -6.46832 -0.06 0.24 0.17 0.118
H -1.67076 -8.34744 -5.33079 0.70 1.51 -0.18 0.143
H -2.73044 -8.07821 -3.53129 -0.56 -2.22 -0.61 0.144
C -5.53569 1.07651 0.09463 -0.12 -0.06 -1.67 -0.335
O -6.55237 0.18303 0.40091 3.71 -1.74 -0.39 -0.057
O -4.98058 1.71786 1.14935 0.66 -1.89 1.00 0.066
C -4.45549 0.22100 -0.69996 0.68 0.86 0.51 -0.447
F -3.67416 -0.61092 0.11159 -0.94 0.65 -0.44 0.065
F -4.95993 -0.54057 -1.67296 0.10 0.27 0.54 0.169
F -3.56098 1.07722 -1.25162 -0.51 -0.75 0.29 0.123
C -7.64192 0.66486 0.99973 -3.29 2.25 0.77 -0.314
C -8.41219 -0.43979 1.71279 -0.27 2.01 -0.16 -0.041
H -8.73537 -1.17184 1.03070 -0.67 -0.85 -0.97 0.061
H -7.85315 -0.94397 2.45613 0.84 -0.23 0.91 0.062
H -9.25303 0.07592 2.18385 -0.16 -0.47 0.01 0.089
H -8.24122 1.14004 0.18679 -0.42 -0.43 0.39 0.136
H -7.51429 1.55006 1.67519 0.67 -0.90 -0.07 0.136
H -5.92183 1.79555 -0.64878 0.19 0.04 -0.06 0.176
C -1.53082 1.76233 4.69562 -1.41 -2.16 0.65 -0.350
O -2.33795 1.14011 5.70986 0.94 0.81 0.06 -0.101
O -0.29536 1.23180 4.56675 1.51 0.48 -0.16 0.042
C -2.42336 1.57013 3.45090 -1.36 1.50 -0.40 -0.458
F -1.89206 1.90631 2.23813 -0.04 -0.39 1.27 0.118
F -2.84624 0.28817 3.34763 0.10 0.90 -0.06 0.136
F -3.50190 2.44315 3.62879 1.07 -1.53 -0.45 0.098
C -1.76891 1.32045 7.03561 2.06 -0.89 -0.87 -0.254
C -2.79967 0.90404 8.03272 0.84 -0.83 0.48 -0.077
H -3.02464 -0.13206 7.75263 0.02 -0.02 0.65 0.081
H -2.31215 0.99874 9.02034 -0.49 -0.45 -0.26 0.094
H -3.74781 1.39993 8.06093 -0.29 0.83 -0.29 0.072
H -1.27792 2.31962 7.20249 -0.92 -0.50 -0.41 0.134
H -0.85815 0.58199 7.09225 -1.58 1.22 0.12 0.146
H -1.42445 2.77281 5.00887 0.14 1.19 -0.43 0.155
C 3.75950 3.77794 -4.55563 -1.69 -0.29 0.00 -0.379
O 2.65121 3.08607 -5.14011 -0.01 1.83 -0.58 -0.059
O 3.50265 4.25202 -3.30170 -0.77 0.62 0.52 -0.017
C 4.91813 2.85770 -4.57108 0.45 -1.88 0.89 -0.579
F 5.44091 2.92258 -5.74270 1.58 0.24 -2.30 0.211
F 5.79451 3.34267 -3.65735 0.51 -0.53 0.02 0.120
F 4.77198 1.50442 -4.36029 -0.44 1.25 0.81 0.129
C 1.72173 4.10185 -5.72153 1.97 0.70 -0.18 -0.205
C 0.34822 3.55592 -5.88520 -0.31 -0.45 -0.51 -0.074
H -0.17520 3.34543 -4.94596 0.46 -0.19 -0.07 0.057
H -0.34284 4.19585 -6.42659 0.31 0.43 -0.22 0.089
H 0.46865 2.67682 -6.48709 -0.45 -0.85 -0.16 0.082
H 2.24323 4.59440 -6.64029 -1.17 -1.23 1.22 0.165
H 1.67665 4.86733 -4.98254 0.11 0.94 0.61 0.081
H 4.15527 4.63000 -5.11162 -0.44 0.07 -0.61 0.174
C 4.54676 1.00829 1.02351 -0.61 0.92 -2.03 -0.297
O 4.48381 0.60655 -0.34340 0.56 -0.57 1.42 -0.081
O 4.41566 2.41532 0.95416 -0.77 -0.23 0.89 -0.030
C 3.44881 0.34379 1.83207 -0.88 0.64 0.86 -0.473
F 3.57828 0.93855 3.06439 -0.77 -0.90 -0.56 0.125
F 2.20192 0.61351 1.33375 1.20 -0.48 0.73 0.132
F 3.56719 -1.01098 1.99877 -0.17 1.61 -0.28 0.133
C 5.27275 -0.59100 -0.49143 -0.04 -1.46 -1.57 -0.216
C 5.33095 -1.04066 -2.02114 -0.36 0.77 0.96 -0.037
H 6.08531 -0.56012 -2.66455 -0.48 0.30 0.45 0.064
H 5.55870 -2.10711 -2.10767 -0.25 0.08 0.33 0.071
H 4.29645 -0.85552 -2.40449 0.92 -0.20 0.02 0.084
H 4.82814 -1.47492 0.01042 -0.16 0.71 0.00 0.115
H 6.20774 -0.40577 0.03147 0.49 -0.12 -0.51 0.109
H 5.46122 0.77126 1.53707 0.79 -0.39 -0.10 0.167
```
Forces are in eV/Å.

- Highest occupied orbital energy: -12.9 eV
- E_tot: -5056.98808 a.u.
- Net charge: +2
- Frontier orbital gap: 9.883 eV


Entry 4:
ORCA calculation (ωB97M-V with the def2-TZVPD basis set) on a 3-piece molecular cluster, C7H16O overall.

The geometry in XYZ format:
```
24
Properties=species:S:1:pos:R:3:forces:R:3:lowdin_charge:R:1
C -0.47438 0.17997 -0.41607 1.73 -4.17 1.97 -0.283
C 1.01747 -1.20623 0.55762 -1.99 0.11 -0.94 -0.284
C -0.66030 2.50095 -1.50362 2.05 -0.07 1.59 -0.145
C 0.48602 1.15014 -0.21815 -1.73 4.39 -2.52 -0.076
C -1.72050 0.09521 0.40547 0.20 -0.06 -0.07 -0.084
C 0.82395 -1.20597 2.04930 -0.11 0.03 -0.02 -0.132
C 0.64137 -2.49087 -0.13234 0.25 -0.30 0.10 -0.148
O 0.09822 2.66531 -2.66742 -0.03 0.04 -0.06 -0.108
H 0.93513 3.08187 -2.43665 -0.12 -0.03 -0.02 0.081
H -0.53775 -0.24442 -1.41427 0.09 -0.09 0.10 0.123
H 2.01706 -0.87589 0.27258 -0.20 0.33 -0.18 0.095
H -0.70916 3.38713 -0.86615 -0.10 0.13 -0.25 0.065
H -1.65413 2.17285 -1.79633 0.12 -0.47 0.26 0.075
H 0.55328 1.63395 0.74955 0.07 -0.05 0.01 0.091
H 1.37802 1.13917 -0.83187 0.01 -0.04 0.10 0.084
H -1.95666 -0.94955 0.61713 -0.09 -0.02 -0.02 0.072
H -1.61677 0.61908 1.35487 0.02 0.05 0.00 0.084
H -2.56738 0.51640 -0.13942 -0.06 0.06 0.02 0.077
H 1.09633 -0.24759 2.49676 -0.02 0.02 0.01 0.066
H -0.21466 -1.42226 2.31583 -0.01 0.01 -0.02 0.066
H 1.43255 -1.97769 2.54613 0.00 0.08 -0.13 0.077
H -0.40389 -2.75426 0.05738 0.02 0.02 0.00 0.067
H 0.78663 -2.42637 -1.21350 -0.05 0.03 0.04 0.068
H 1.24953 -3.34092 0.21318 -0.05 -0.01 0.03 0.071
```
Forces are in eV/Å.

- Highest occupied orbital energy (alpha / beta): -6.3 / -6.3 eV
- E_tot: -351.36053 a.u.
- Energy above the lowest of the compared OMol25 structures with the same formula, charge and spin: 121.4 kcal/mol
- Frontier orbital gap (alpha / beta): 7.205 / 7.206 eV